1.
{
  "formula": "C39H32KN7O3S5",
  "method": "wB97M-V/def2-TZVPD",
  "species": ["K", "C", "C", "N", "N", "C", "O", "C", "C", "C", "C", "C", "C", "C", "C", "C", "C", "C", "N", "H", "H", "H", "H", "H", "H", "H", "H", "H", "H", "H", "H", "C", "O", "C", "C", "C", "C", "C", "C", "C", "N", "C", "C", "N", "C", "C", "C", "C", "N", "C", "C", "N", "C", "C", "C", "C", "H", "H", "H", "H", "H", "H", "H", "H", "H", "H", "H", "H", "H", "H", "S", "C", "S", "C", "C", "S", "S", "S", "C", "C", "O", "H", "H", "H", "H", "H", "H"],
  "coordinates": [[0.10638, -2.03069, 1.69180], [3.92981, -5.35876, 1.45511], [3.28862, -4.00476, 1.42532], [2.04316, -3.79423, 1.21972], [1.20812, -4.87085, 1.13911], [0.05287, -4.57679, 0.53142], [-0.25876, -3.56953, -0.13191], [-0.98416, -5.66138, 0.69490], [-0.64389, -7.00961, 0.73544], [-1.62639, -7.97847, 0.87819], [-2.95806, -7.60641, 1.01029], [-3.29839, -6.26088, 0.99290], [-2.31850, -5.29434, 0.82105], [4.09877, -2.79618, 1.75048], [5.45140, -2.91123, 2.08044], [6.15605, -1.77903, 2.45669], [5.49595, -0.56507, 2.50493], [4.15135, -0.54600, 2.15299], [3.46982, -1.61429, 1.77541], [3.19106, -6.10516, 1.17401], [4.30358, -5.60399, 2.45365], [4.78024, -5.41428, 0.76908], [0.40064, -7.28143, 0.66617], [-1.34883, -9.02629, 0.90337], [-3.72451, -8.36118, 1.14418], [-4.32740, -5.95391, 1.13432], [-2.57986, -4.24439, 0.82548], [5.93423, -3.87686, 2.06271], [7.20304, -1.85154, 2.72747], [5.98725, 0.34499, 2.82088], [3.59205, 0.38410, 2.18839], [-1.67147, 7.63263, -9.05472], [-2.40257, 7.65509, -7.84898], [-2.08767, 6.71498, -6.90676], [-1.08087, 5.76558, -7.05479], [-0.84299, 4.85505, -6.03290], [-1.59296, 4.87707, -4.86349], [-2.59582, 5.83545, -4.73115], [-2.84619, 6.74682, -5.73916], [-1.29030, 3.88639, -3.81043], [-0.31579, 3.01180, -3.87530], [-0.39408, 2.30513, -2.68630], [-1.42421, 2.76848, -1.91670], [-2.00362, 3.78723, -2.64701], [-1.76863, 2.23835, -0.62624], [-2.84077, 2.66455, 0.16516], [-3.05603, 2.04851, 1.36973], [-2.18775, 1.02251, 1.77783], [-1.16766, 0.62058, 1.04416], [-0.95502, 1.20077, -0.14474], [0.17169, 0.68775, -0.95961], [0.89566, -0.30936, -0.43410], [1.86638, -0.83295, -1.14832], [2.20000, -0.37322, -2.43176], [1.48700, 0.66776, -2.97030], [0.43941, 1.22267, -2.22836], [-2.08070, 8.43030, -9.66981], [-1.79084, 6.67562, -9.57062], [-0.60868, 7.81894, -8.87536], [-0.47690, 5.71886, -7.94959], [-0.06470, 4.11188, -6.13364], [-3.19914, 5.88916, -3.83343], [-3.62325, 7.49188, -5.64072], [-2.78812, 4.34626, -2.37058], [-3.49527, 3.46074, -0.17340], [-3.88255, 2.32805, 2.00888], [-2.33844, 0.47762, 2.70408], [2.39828, -1.65245, -0.68203], [3.00767, -0.84390, -2.97560], [1.70811, 1.06212, -3.95390], [-3.77490, -2.01345, 9.10223], [-3.00773, -1.94605, 7.58731], [-1.34907, -1.66604, 7.36215], [-1.26822, -1.67519, 5.62073], [-2.46470, -1.87776, 5.00533], [-2.85935, -1.93138, 3.29428], [-3.80731, -2.08968, 6.09540], [0.33739, -1.44571, 4.94734], [0.31175, 2.24156, 3.95861], [1.81462, 2.14843, 4.16847], [2.18858, 1.14524, 5.08560], [0.04238, 3.17682, 3.45855], [-0.20712, 2.18360, 4.91600], [-0.03525, 1.42161, 3.33326], [2.21929, 3.09533, 4.55129], [2.30016, 1.97920, 3.19372], [1.48266, 0.45720, 5.13575]],
  "multiplicity": 1,
  "e_homo_ev": -0.67,
  "relative_energy_kcal_mol": 23.7,
  "e_lumo_ev": 2.679,
  "total_energy_ev": -128041.117,
  "total_charge": -2,
  "max_force_ev_per_a": 1.59
}

=====

2.
{
  "formula": "C21H36N2O3",
  "method": "wB97M-V/def2-TZVPD",
  "species": ["C", "C", "C", "C", "C", "C", "O", "N", "C", "H", "H", "C", "C", "O", "C", "C", "H", "H", "H", "C", "H", "H", "C", "N", "C", "O", "C", "C", "C", "C", "C", "H", "H", "H", "H", "H", "H", "H", "H", "H", "H", "H", "C", "H", "H", "H", "H", "C", "H", "H", "H", "H", "H", "H", "H", "H", "H", "H", "H", "H", "H", "H"],
  "coordinates": [[-4.92300, -1.86001, -0.53709], [-3.77843, -2.80879, -0.20320], [-2.49898, -2.04706, 0.12996], [-1.33768, -2.98303, 0.44460], [-0.05239, -2.24068, 0.82533], [0.62987, -1.61973, -0.37651], [0.05320, -1.38823, -1.42239], [1.96474, -1.35781, -0.25777], [2.75672, -1.44119, 0.94098], [2.11450, -1.59034, 1.80731], [3.45413, -2.28815, 0.86607], [3.58219, -0.15625, 1.18109], [4.37994, 0.15658, -0.06804], [5.58014, 0.24118, -0.10725], [3.46697, 0.34843, -1.26140], [4.26268, 0.66409, -2.52472], [4.96873, -0.13616, -2.73036], [3.59775, 0.77604, -3.37730], [4.82893, 1.58259, -2.39248], [2.70587, -0.97953, -1.43825], [1.99112, -0.89825, -2.26053], [3.43246, -1.76801, -1.67633], [2.48459, 1.50425, -0.96377], [1.79249, 1.31915, 0.28476], [0.44596, 1.40810, 0.49655], [-0.02119, 1.10617, 1.57881], [-0.39430, 1.93118, -0.65026], [-1.70464, 2.56971, -0.17463], [-2.74489, 1.54670, 0.26919], [-4.04464, 2.18419, 0.75865], [-4.86102, 2.82231, -0.35967], [-5.07567, 2.09108, -1.13624], [-4.32757, 3.65602, -0.80915], [-5.80615, 3.19683, 0.02766], [-4.65173, 1.41051, 1.23466], [-3.81561, 2.93528, 1.51793], [-2.31318, 0.95938, 1.07860], [-2.96629, 0.87364, -0.56110], [-1.48722, 3.24363, 0.65714], [-2.10359, 3.16628, -0.99749], [0.17170, 2.68451, -1.19984], [-0.61111, 1.09345, -1.31891], [2.65482, 1.05206, 1.41257], [2.01343, 0.87498, 2.27912], [3.27782, 1.93549, 1.60747], [1.77220, 1.55150, -1.78570], [3.05730, 2.44270, -0.93497], [4.49458, -0.35040, 2.38880], [3.90871, -0.55114, 3.28209], [5.17506, -1.18038, 2.21600], [5.09243, 0.54245, 2.55197], [0.62868, -2.94908, 1.29964], [-0.28407, -1.44124, 1.53455], [-1.13753, -3.61343, -0.42453], [-1.61687, -3.63596, 1.27584], [-2.68045, -1.39856, 0.98943], [-2.21971, -1.42124, -0.71658], [-4.06168, -3.43478, 0.64709], [-3.59525, -3.46942, -1.05370], [-5.12154, -1.19353, 0.29940], [-4.67124, -1.25336, -1.40410], [-5.83209, -2.41469, -0.75899]],
  "multiplicity": 1,
  "e_homo_ev": -8.86,
  "relative_energy_kcal_mol": 0.9,
  "e_lumo_ev": 0.614,
  "total_energy_ev": -31485.960,
  "smiles": "CCCCCC(=O)N1C[C@]2(C)CN(C(=O)CCCCC)C[C@](C)(C1)C2=O",
  "total_charge": 0,
  "max_force_ev_per_a": 0.55
}

=====

3.
{
  "formula": "C4H5NO",
  "method": "wB97M-V/def2-TZVPD",
  "species": ["O", "C", "N", "C", "C", "C", "H", "H", "H", "H", "H"],
  "coordinates": [[-1.75826, 1.94037, -0.51500], [-1.60075, 1.20297, 0.43767], [-0.53610, 0.37622, 0.59882], [0.48932, 0.27733, -0.42743], [1.13119, -1.04074, -0.40885], [1.67296, -2.11471, -0.35730], [-2.32107, 1.13179, 1.27307], [-0.47785, -0.21952, 1.41028], [0.00976, 0.47185, -1.39247], [1.25455, 1.05180, -0.29373], [2.13625, -3.07735, -0.32507]],
  "multiplicity": 1,
  "e_homo_ev": -9.97,
  "relative_energy_kcal_mol": 39.4,
  "e_lumo_ev": 0.846,
  "total_energy_ev": -7764.818,
  "smiles": "C#CCNC=O",
  "total_charge": 0,
  "max_force_ev_per_a": 0.54
}

=====

4.
{
  "formula": "C2H5NO2S",
  "method": "wB97M-V/def2-TZVPD",
  "species": ["C", "C", "N", "O", "O", "S", "H", "H", "H", "H", "H"],
  "coordinates": [[-0.91618, 0.52764, 0.37368], [0.14192, -0.44495, -0.30855], [-2.23558, 0.07150, -0.09281], [-3.15160, 0.87218, -0.04883], [-2.29404, -1.00910, -0.56012], [1.84253, 0.13674, -0.43331], [-0.63559, 1.54201, 0.25490], [-1.00443, 0.42446, 1.63567], [0.14640, -1.40037, 0.30636], [-0.32109, -0.51498, -1.26588], [2.29116, 0.41985, 0.77595]],
  "multiplicity": 1,
  "e_homo_ev": -9.62,
  "relative_energy_kcal_mol": 95.1,
  "e_lumo_ev": 0.068,
  "total_energy_ev": -18571.447,
  "smiles": "O=[N+]([O-])CCS",
  "total_charge": 0,
  "max_force_ev_per_a": 5.09
}

=====

5.
{
  "formula": "C15H29N5O6",
  "method": "wB97M-V/def2-TZVPD",
  "species": ["C", "C", "N", "C", "C", "N", "C", "O", "O", "C", "O", "H", "H", "H", "H", "H", "H", "H", "H", "C", "O", "N", "C", "C", "H", "H", "H", "H", "H", "H", "H", "C", "O", "N", "C", "C", "H", "H", "H", "H", "H", "H", "H", "C", "O", "N", "C", "C", "H", "H", "H", "H", "H", "H", "H"],
  "coordinates": [[-0.81702, 2.06955, -2.05794], [-1.42647, 3.19490, -2.93534], [-2.57973, 2.77722, -3.77410], [-3.62373, 2.26530, -2.98210], [-4.25731, 2.90922, -1.98718], [-4.09592, 4.19154, -1.46033], [-5.27133, 1.89312, -1.42935], [-6.04908, 2.11481, -0.59422], [-5.06938, 0.69258, -2.06747], [-4.17767, 0.86195, -3.10743], [-3.88719, 0.07128, -3.89287], [-0.30756, 1.29300, -2.65630], [-0.08552, 2.55306, -1.38749], [-1.53680, 1.55818, -1.40186], [-1.66195, 4.09695, -2.35288], [-0.63059, 3.49198, -3.64430], [-2.26330, 2.01725, -4.37776], [-4.44724, 4.86281, -2.14206], [-4.64002, 4.32006, -0.61075], [-2.79661, 2.01649, 1.28378], [-1.82616, 2.71493, 1.05975], [-2.82789, 0.94917, 2.10509], [-4.03594, 0.17507, 2.30716], [-1.61183, 0.56339, 2.80906], [-3.76753, 2.22178, 0.79918], [-4.31063, 0.19945, 3.36437], [-3.85914, -0.85989, 2.00448], [-4.85695, 0.58189, 1.71740], [-1.28044, 1.39435, 3.43496], [-0.82878, 0.33983, 2.08390], [-1.79694, -0.31174, 3.42972], [0.47468, -2.09313, 1.61660], [0.76830, -0.91285, 1.61539], [1.25513, -3.08891, 2.08403], [0.83233, -4.47387, 2.05106], [2.56233, -2.76196, 2.63878], [-0.49170, -2.45313, 1.21967], [0.80771, -4.87104, 3.06851], [1.53883, -5.05563, 1.45430], [-0.16016, -4.56254, 1.61147], [2.43526, -2.08120, 3.48178], [3.16567, -2.26304, 1.88006], [3.06600, -3.66824, 2.97202], [5.43442, -1.83030, 0.66402], [4.73017, -1.00652, 1.21607], [6.12649, -1.61837, -0.47446], [6.94856, -2.64695, -1.08020], [6.04209, -0.31473, -1.11082], [5.56546, -2.85073, 1.06658], [7.98284, -2.30040, -1.13508], [6.58458, -2.85627, -2.08850], [6.91206, -3.56290, -0.49264], [6.39241, 0.45156, -0.41788], [5.00295, -0.10094, -1.36517], [6.65023, -0.29739, -2.01275]],
  "multiplicity": 1,
  "e_homo_ev": -8.58,
  "e_lumo_ev": 0.201,
  "total_energy_ev": -35760.759,
  "smiles": "CCNC1=C(N)C(=O)OC1=O.CN(C)C=O.CN(C)C=O.CN(C)C=O",
  "total_charge": 0,
  "max_force_ev_per_a": 4.72
}